# 1
# C25H28F16IN3O2

A cluster of 3 separate species, C25H28F16IN3O2 in total at a distorted geometry (ωB97M-V/def2-TZVPD, the OMol25 dataset).

- E: -3179.752626 a.u.
- LUMO energy: -0.37 eV
- SMILES: FC(F)C(F)(F)COC(F)(F)C(F)F.FC(F)C(F)(F)COC(F)(F)C(F)F.CCCCNc1nc2ccccc2nc1CCCI

Structure (ORCA input):
```
! RIJCOSX wB97M-V def2-TZVPD def2/J DEFGRID3
* xyz 0 1
F 0.945 2.545 -1.247
C 0.751 1.857 -2.389
F 1.476 2.461 -3.360
C -0.722 1.849 -2.801
F -1.136 3.102 -3.084
F -0.779 1.141 -3.966
C -1.723 1.180 -1.844
O -2.476 2.017 -0.979
C -1.988 2.411 0.241
F -0.852 1.764 0.559
F -2.910 2.059 1.170
C -1.827 3.929 0.325
F -0.975 4.379 -0.615
F -1.320 4.251 1.540
H 1.122 0.834 -2.263
H -2.477 0.734 -2.489
H -1.270 0.345 -1.308
H -2.788 4.423 0.190
F -3.233 6.302 4.598
C -3.260 5.641 3.423
F -2.445 6.301 2.567
C -4.680 5.593 2.851
F -5.107 6.839 2.560
F -4.591 4.918 1.665
C -5.752 4.859 3.675
O -6.620 5.644 4.475
C -6.281 6.008 5.756
F -5.166 5.384 6.174
F -7.285 5.599 6.562
C -6.176 7.528 5.901
F -5.241 8.024 5.070
F -5.815 7.828 7.169
H -2.859 4.635 3.569
H -6.415 4.414 2.935
H -5.331 4.024 4.234
H -7.136 7.996 5.676
C 7.176 -5.616 -0.211
C 5.729 -5.436 0.247
C 4.791 -6.063 -0.778
C 3.304 -5.927 -0.436
N 2.964 -4.577 0.109
C 1.907 -3.992 -0.656
N 0.689 -4.390 -0.442
C -0.252 -3.797 -1.244
C -1.608 -4.168 -1.103
C -2.597 -3.639 -1.898
C -2.252 -2.693 -2.891
C -0.938 -2.310 -3.018
C 0.085 -2.844 -2.211
N 1.376 -2.418 -2.384
C 2.262 -2.984 -1.619
C 3.709 -2.574 -1.733
C 4.027 -1.807 -3.009
C 5.453 -1.219 -2.857
I 6.604 -1.300 -4.644
H 7.309 -5.146 -1.186
H 7.437 -6.669 -0.293
H 7.885 -5.147 0.469
H 5.516 -4.380 0.377
H 5.586 -5.961 1.193
H 5.035 -7.109 -0.955
H 4.948 -5.542 -1.727
H 2.981 -6.698 0.261
H 2.739 -6.092 -1.351
H 2.582 -4.700 1.038
H -1.860 -4.900 -0.350
H -3.611 -3.973 -1.746
H -3.018 -2.290 -3.536
H -0.649 -1.595 -3.776
H 4.321 -3.469 -1.712
H 3.950 -1.984 -0.846
H 3.345 -0.981 -3.170
H 4.052 -2.478 -3.861
H 5.377 -0.194 -2.505
H 5.989 -1.758 -2.083
*
```

=====

# 2
# C25H28F3N5O4

A cluster of 3 separate species, C25H28F3N5O4 in total at a distorted geometry (ωB97M-V/def2-TZVPD, the OMol25 dataset).

- E: -1843.596690 a.u.
- LUMO energy: -0.13 eV
- SMILES: CCOC[C@](C#N)(CCC(F)=C(F)F)[C@@](O)(C#N)N(C(C)=O)C(C)=O.c1ccncc1.c1ccncc1

Structure (ORCA input):
```
! RIJCOSX wB97M-V def2-TZVPD def2/J DEFGRID3
* xyz 0 1
C 3.127 -2.340 0.753
C 2.272 -1.098 0.520
O 0.986 -1.553 0.149
C 0.145 -0.521 -0.331
C -0.146 -0.692 -1.857
C 0.793 -1.740 -2.330
N 1.659 -2.396 -2.742
C 0.086 0.583 -2.668
C 1.583 0.982 -2.738
C 1.944 1.083 -4.178
F 1.189 1.928 -4.905
C 2.905 0.358 -4.783
F 4.133 0.359 -4.341
F 2.673 -0.395 -5.829
C -1.567 -1.292 -2.066
O -1.796 -1.507 -3.439
C -1.530 -2.650 -1.424
N -1.517 -3.723 -0.989
N -2.593 -0.542 -1.356
C -3.724 -1.353 -0.892
C -4.673 -2.093 -1.809
O -3.868 -1.445 0.301
C -2.995 0.696 -2.032
C -3.820 0.742 -3.301
O -2.676 1.738 -1.517
H 2.585 -3.010 1.411
H 4.077 -2.022 1.174
H 3.312 -2.796 -0.212
H 2.268 -0.442 1.396
H 2.751 -0.552 -0.301
H -0.772 -0.599 0.242
H 0.620 0.438 -0.135
H -0.331 0.434 -3.658
H -0.427 1.403 -2.181
H 2.226 0.314 -2.180
H 1.682 1.971 -2.284
H -2.278 -2.329 -3.545
H -5.677 -1.787 -1.533
H -4.530 -1.909 -2.867
H -4.614 -3.157 -1.609
H -3.212 1.272 -4.030
H -4.698 1.354 -3.136
H -4.037 -0.223 -3.733
C -2.740 -0.999 5.106
C -2.961 -1.097 3.743
C -2.538 -0.055 2.932
N -1.931 1.041 3.390
C -1.729 1.117 4.704
C -2.110 0.131 5.602
H -3.054 -1.792 5.774
H -3.449 -1.961 3.313
H -2.687 -0.093 1.861
H -1.236 2.020 5.048
H -1.918 0.247 6.660
C 4.999 3.397 3.299
C 4.542 2.394 4.138
C 3.459 1.634 3.724
N 2.827 1.813 2.565
C 3.281 2.784 1.773
C 4.357 3.598 2.089
H 5.842 4.012 3.585
H 5.013 2.204 5.092
H 3.069 0.836 4.347
H 2.747 2.909 0.837
H 4.682 4.370 1.405
*
```

=====

# 3
# C25H28F5O2PdS

A structure of composition C25H28F5O2PdS at a distorted geometry (ωB97M-V/def2-TZVPD, the OMol25 dataset).

- Energy above the lowest of the compared OMol25 structures with the same formula, charge and spin: 0.0 kcal/mol
- E: -2145.148870 a.u.
- <S²>: 2.0121
- LUMO energy (alpha / beta): 2.24 / 2.24 eV

Structure (ORCA input):
```
! RIJCOSX wB97M-V def2-TZVPD def2/J DEFGRID3
* xyz -1 3
O 0.722 0.352 -0.225
C -0.084 0.759 -1.366
C 0.949 1.764 -1.843
H -1.015 1.227 -1.030
H -0.247 -0.085 -2.040
C 1.711 1.368 -0.559
H 0.562 2.785 -1.901
H 1.448 1.460 -2.766
C 1.701 2.443 0.506
H 0.668 2.695 0.771
H 2.207 3.338 0.127
H 2.230 2.080 1.393
C 3.081 0.765 -0.758
H 3.076 0.074 -1.606
H 3.386 0.222 0.145
H 3.793 1.579 -0.948
Pd 0.348 -2.026 1.112
C 1.703 -3.769 0.481
C 0.414 -3.962 -0.122
C 0.252 -2.967 -1.149
H -0.295 -4.743 0.117
C 1.496 -2.281 -1.288
C 2.374 -2.733 -0.264
H 3.400 -2.406 -0.119
H 2.130 -4.396 1.255
H -0.641 -2.813 -1.744
H 1.746 -1.602 -2.094
C 0.791 -2.432 3.252
C 2.053 -1.955 2.761
C 1.915 -0.577 2.451
H 2.978 -2.528 2.724
C 0.559 -0.202 2.674
C -0.127 -1.329 3.231
H -1.161 -1.336 3.572
H 0.575 -3.440 3.595
H 2.720 0.094 2.164
H 0.130 0.785 2.520
O -0.922 4.619 -3.011
C 0.269 5.344 -3.397
C -0.137 6.599 -4.185
H 0.890 4.692 -4.040
H 0.862 5.561 -2.494
C -1.489 6.185 -4.780
H 0.606 6.866 -4.932
H -0.279 7.441 -3.497
C -2.043 5.252 -3.692
H -1.322 5.622 -5.705
H -2.146 7.027 -4.986
H -2.714 4.473 -4.083
H -2.625 5.854 -2.968
F -4.141 -5.929 5.186
C -3.600 -5.134 4.240
C -2.356 -5.452 3.706
F -1.670 -6.539 4.144
C -1.811 -4.647 2.727
F -0.563 -4.983 2.291
C -2.485 -3.520 2.210
S -2.012 -2.533 0.904
C -3.728 -3.219 2.811
F -4.359 -2.094 2.414
C -4.284 -4.008 3.792
F -5.486 -3.685 4.317
*
```

=====

# 4
# C25H28N4O2Pd

A structure of composition C25H28N4O2Pd (ωB97M-V/def2-TZVPD, the OMol25 dataset).

- Energy above the lowest of the compared OMol25 structures with the same formula, charge and spin: 19.0 kcal/mol
- E: -1466.805958 a.u.
- LUMO energy: 4.00 eV

Structure (ORCA input):
```
! RIJCOSX wB97M-V def2-TZVPD def2/J DEFGRID3
* xyz -2 1
Pd 0.319 1.233 -2.205
N 2.786 -0.160 -4.346
C 1.445 -0.500 -4.850
C 1.020 0.443 -5.960
C -0.256 -0.062 -6.694
O -0.126 -0.259 -7.931
O -1.249 -0.291 -5.976
H 3.449 -0.223 -5.111
H 3.080 -0.817 -3.632
H 0.741 -0.496 -4.004
H 1.408 -1.525 -5.254
H 1.818 0.485 -6.709
H 0.870 1.441 -5.542
C 0.308 -2.627 4.050
C -0.703 -1.522 4.158
C -1.575 -1.446 5.233
C -2.525 -0.438 5.334
C -2.609 0.505 4.322
C -1.756 0.450 3.230
C -0.786 -0.551 3.143
N 0.115 -0.637 2.080
C 0.005 0.199 0.915
N 0.300 1.484 1.217
C 0.345 2.730 0.495
C 0.360 2.807 -0.910
C 0.429 4.139 -1.387
C 0.492 5.261 -0.575
C 0.488 5.115 0.806
C 0.410 3.844 1.357
C 0.405 3.705 2.862
N -0.290 -0.295 -0.219
C -0.600 -1.643 -0.344
C -1.843 -2.149 0.054
C -2.153 -3.489 -0.114
C -1.229 -4.350 -0.689
C 0.002 -3.849 -1.096
C 0.340 -2.512 -0.936
C 1.667 -1.969 -1.382
H 0.315 -3.234 4.956
H 1.311 -2.227 3.887
H 0.088 -3.290 3.207
H -1.504 -2.200 6.011
H -3.192 -0.396 6.186
H -3.352 1.292 4.367
H -1.838 1.179 2.435
H 0.297 -1.592 1.803
H 0.626 1.560 2.165
H 0.441 4.288 -2.460
H 0.548 6.252 -1.017
H 0.541 5.979 1.463
H 0.434 4.692 3.327
H 1.275 3.152 3.239
H -0.487 3.189 3.234
H -2.563 -1.462 0.483
H -3.125 -3.856 0.193
H -1.470 -5.396 -0.840
H 0.722 -4.511 -1.566
H 2.133 -2.634 -2.111
H 2.354 -1.849 -0.537
H 1.543 -0.967 -1.814
*
```

=====

# 5
# C25H29BaBrN6OS2

A structure of composition C25H29BaBrN6OS2 (ωB97M-V/def2-TZVPD, the OMol25 dataset).

- Energy above the lowest of the compared OMol25 structures with the same formula, charge and spin: 11.0 kcal/mol
- E: -4769.844597 a.u.
- LUMO energy: -0.27 eV

Structure (ORCA input):
```
! RIJCOSX wB97M-V def2-TZVPD def2/J DEFGRID3
* xyz 0 1
Ba -0.035 0.269 -0.824
C -0.691 1.051 3.809
C 0.460 1.205 2.846
C 1.433 0.203 2.745
C 1.414 -0.928 3.750
C 2.446 0.309 1.781
C 3.534 -0.735 1.674
C 2.490 1.434 0.942
C 3.615 1.569 -0.064
C 1.547 2.464 1.082
C 1.592 3.678 0.180
C 0.563 2.370 2.076
C -0.354 3.532 2.364
H -0.937 0.002 3.967
H -1.584 1.532 3.417
H -0.464 1.490 4.785
H 0.685 -1.705 3.502
H 1.139 -0.552 4.734
H 2.387 -1.401 3.849
H 3.225 -1.699 2.068
H 4.425 -0.425 2.230
H 3.838 -0.896 0.640
H 3.428 1.009 -0.989
H 4.552 1.194 0.344
H 3.777 2.606 -0.345
H 1.902 3.423 -0.832
H 2.289 4.430 0.563
H 0.614 4.141 0.084
H -1.286 3.468 1.801
H 0.119 4.479 2.116
H -0.614 3.564 3.420
S -1.065 2.672 -2.200
C -2.218 3.297 -1.051
C -2.524 4.690 -1.247
N -2.724 5.814 -1.394
C -2.853 2.656 -0.030
S -2.639 1.000 0.519
C -3.801 3.391 0.758
N -4.586 3.945 1.393
Br 3.797 -4.589 -2.774
C 2.761 -4.029 -1.301
C 2.668 -4.810 -0.164
C 1.888 -4.345 0.882
C 1.249 -3.124 0.746
N 1.340 -2.372 -0.352
C 2.082 -2.822 -1.365
H 3.190 -5.755 -0.100
H 1.778 -4.915 1.794
H 0.644 -2.726 1.552
H 2.122 -2.216 -2.262
C -4.518 -2.454 -4.238
N -3.271 -1.972 -3.694
C -1.965 -2.239 -4.269
C -1.060 -1.521 -3.271
O 0.156 -1.383 -3.351
N -1.812 -1.037 -2.260
C -3.100 -1.290 -2.546
N -4.071 -0.884 -1.751
H -4.433 -2.517 -5.321
H -5.325 -1.756 -4.017
H -4.782 -3.440 -3.848
H -1.863 -1.808 -5.266
H -1.732 -3.305 -4.313
H -3.803 -0.238 -0.989
H -5.039 -1.003 -1.990
*
```

=====

# 6
# C25H29Br51FN3O4PS

A structure of composition C25H29Br51FN3O4PS at a distorted geometry (ωB97M-V/def2-TZVPD, the OMol25 dataset).

- E: -133549.003802 a.u.
- LUMO energy: -3.95 eV

Structure (ORCA input):
```
! RIJCOSX wB97M-V def2-TZVPD def2/J DEFGRID3
* xyz 1 1
O -1.236 0.494 6.565
P -0.194 0.204 5.592
O 1.275 0.153 6.193
O -0.416 -1.190 4.843
C -0.119 1.436 4.239
C -1.298 1.708 3.269
C -1.219 3.237 3.066
F -2.282 3.783 3.765
C -0.015 3.674 3.863
C 0.500 5.074 3.878
C 2.033 5.177 3.986
S 2.964 4.808 2.480
C 2.229 3.325 1.920
N 2.454 2.074 2.150
N 1.515 1.353 1.459
C 0.768 2.207 0.830
O 1.154 3.466 1.084
N 0.543 2.715 4.500
H 1.826 -0.522 5.763
H -0.060 -1.176 3.942
H 0.608 0.950 3.566
H -2.275 1.394 3.644
H -1.032 1.157 2.374
H -1.183 3.532 2.022
H -0.011 5.668 4.638
H 0.196 5.510 2.924
H 2.379 4.606 4.851
H 2.269 6.214 4.214
H -0.093 1.995 0.229
H 1.366 2.768 5.090
C 0.805 -4.279 4.052
Br 0.825 -4.340 2.134
Br 0.664 -6.023 4.842
Br 2.298 -3.276 4.739
H -0.084 -3.729 4.332
C 2.830 1.958 -2.928
Br 3.084 3.765 -3.532
Br 4.363 1.309 -1.971
Br 1.221 1.767 -1.880
H 2.710 1.339 -3.808
C -1.340 1.158 -5.402
Br 0.322 0.298 -5.858
Br -2.318 0.169 -4.066
Br -1.053 2.976 -4.861
H -1.946 1.178 -6.296
C -3.013 -4.747 4.703
Br -4.440 -4.270 5.899
Br -3.311 -6.450 3.871
Br -2.711 -3.369 3.387
H -2.111 -4.830 5.295
C -1.511 -6.717 0.942
Br -3.013 -7.903 1.086
Br 0.114 -7.650 0.522
Br -1.852 -5.298 -0.321
H -1.373 -6.261 1.914
C -4.846 -0.298 6.020
Br -6.619 -0.874 5.556
Br -3.728 -0.151 4.456
Br -4.860 1.332 7.032
H -4.407 -1.065 6.644
C -0.187 6.455 -7.606
Br 0.121 8.353 -7.595
Br 1.098 5.511 -6.531
Br -1.991 6.025 -7.105
H -0.054 6.118 -8.625
C 2.943 1.778 -8.897
Br 3.523 2.712 -7.324
Br 3.064 -0.128 -8.668
Br 1.178 2.329 -9.439
H 3.622 2.046 -9.695
C 2.632 -1.684 8.899
Br 0.981 -2.493 8.331
Br 3.873 -1.474 7.435
Br 2.331 -0.020 9.807
H 3.092 -2.359 9.606
C 2.803 -10.497 -0.663
Br 2.796 -10.703 -2.576
Br 2.633 -12.187 0.235
Br 4.345 -9.518 -0.059
H 1.932 -9.911 -0.406
C -0.971 -7.119 -3.976
Br -0.626 -6.695 -5.820
Br -2.832 -7.498 -3.673
Br 0.169 -8.537 -3.349
H -0.729 -6.239 -3.396
C -3.614 -1.888 0.025
Br -2.035 -0.934 0.588
Br -5.225 -1.062 0.658
Br -3.627 -2.165 -1.873
H -3.553 -2.868 0.483
C -3.249 5.221 -0.062
Br -1.825 6.184 0.812
Br -2.779 3.374 -0.363
Br -4.906 5.379 0.885
H -3.383 5.673 -1.035
C -6.235 -4.733 -0.958
Br -7.145 -4.948 0.724
Br -5.556 -6.404 -1.621
Br -7.332 -3.837 -2.257
H -5.380 -4.098 -0.776
C 7.682 1.646 -7.820
Br 6.857 1.655 -6.077
Br 7.889 -0.140 -8.494
Br 6.753 2.775 -9.076
H 8.672 2.061 -7.701
C -4.069 5.740 -10.560
Br -2.396 4.866 -10.947
Br -5.089 4.772 -9.245
Br -3.805 7.572 -10.045
H -4.646 5.742 -11.473
C 7.022 3.032 2.833
Br 7.331 3.282 0.954
Br 5.136 2.788 3.183
Br 8.082 1.597 3.552
H 7.330 3.938 3.333
*
```